# 1
{"formula": "C5H13NO", "method": "ωB97M-V/def2-TZVPD", "charge": 0, "max_force_ev_per_a": 1.78, "energy_ev": -8932.476, "homo_energy_ev": -8.868, "gap_ev": 9.795, "lumo_ev": 0.9, "relative_energy_kcal_mol": 35.4, "symbols": ["C", "C", "N", "C", "C", "C", "O", "H", "H", "H", "H", "H", "H", "H", "H", "H", "H", "H", "H", "H"], "positions_angstrom": [[-1.16412, -1.64039, -2.43463], [-1.42205, -0.82756, -1.14000], [-0.21697, -0.77096, -0.34237], [0.45562, 1.59967, -0.39599], [0.03245, 0.44087, 0.46761], [1.05274, 0.00326, 1.54652], [1.19004, 1.18450, 2.36592], [-0.46150, -2.34655, -2.00271], [-1.97354, -2.14871, -2.96086], [-0.69575, -1.00760, -3.18712], [-1.81026, 0.15393, -1.44034], [-2.24445, -1.30187, -0.58919], [-0.18417, -1.51793, 0.34147], [-0.34103, 1.87380, -1.08168], [0.53739, 2.47116, 0.27475], [1.43126, 1.52047, -0.87533], [-0.80871, 0.80923, 1.07565], [1.95261, -0.36071, 1.06163], [0.70340, -0.76050, 2.24638], [2.09895, 1.35172, 2.63349]]}

=====

# 2
{"formula": "C53H117NO33", "method": "ωB97M-V/def2-TZVPD", "charge": -1, "max_force_ev_per_a": 5.08, "s2": 0.75, "energy_ev": -125898.966, "homo_energy_ev": [0.802, -7.801], "gap_ev": [1.068, 9.838], "spin_multiplicity": 2, "lumo_ev": [1.9, 2.0], "symbols": ["C", "O", "C", "C", "O", "C", "C", "O", "C", "H", "H", "H", "H", "H", "H", "H", "H", "H", "H", "H", "H", "H", "H", "C", "O", "C", "C", "O", "C", "C", "O", "C", "H", "H", "H", "H", "H", "H", "H", "H", "H", "H", "H", "H", "H", "H", "C", "O", "C", "C", "O", "C", "C", "O", "C", "H", "H", "H", "H", "H", "H", "H", "H", "H", "H", "H", "H", "H", "H", "C", "O", "C", "C", "O", "C", "C", "O", "C", "H", "H", "H", "H", "H", "H", "H", "H", "H", "H", "H", "H", "H", "H", "C", "O", "C", "C", "O", "C", "C", "O", "C", "H", "H", "H", "H", "H", "H", "H", "H", "H", "H", "H", "H", "H", "H", "C", "O", "C", "C", "O", "C", "C", "O", "C", "H", "H", "H", "H", "H", "H", "H", "H", "H", "H", "H", "H", "H", "H", "C", "O", "C", "O", "O", "C", "H", "H", "H", "H", "H", "H", "C", "O", "C", "O", "O", "C", "H", "H", "H", "H", "H", "H", "C", "O", "C", "O", "O", "C", "H", "H", "H", "H", "H", "H", "C", "O", "C", "O", "O", "C", "H", "H", "H", "H", "H", "H", "C", "O", "C", "O", "O", "C", "H", "H", "H", "H", "H", "H", "C", "C", "N", "H", "H", "H"], "positions_angstrom": [[-8.81001, -5.20441, -9.12780], [-9.40909, -5.90370, -8.10932], [-10.77086, -5.85825, -7.97825], [-11.15466, -4.59529, -7.09076], [-10.68008, -4.68905, -5.77285], [-10.73972, -3.48226, -5.01805], [-10.01326, -3.71878, -3.68163], [-9.94492, -2.49482, -2.98843], [-9.47506, -2.74589, -1.65639], [-8.87978, -4.11693, -9.10315], [-9.19929, -5.59333, -10.06871], [-7.73086, -5.32222, -9.22600], [-11.07752, -6.77572, -7.47593], [-11.21414, -5.92083, -8.97208], [-12.24287, -4.53743, -7.06750], [-10.79751, -3.68733, -7.57673], [-11.77347, -3.23282, -4.77880], [-10.24091, -2.69135, -5.57820], [-8.95773, -3.96988, -3.78600], [-10.56725, -4.50561, -3.16967], [-8.61755, -3.40932, -1.54389], [-10.32108, -3.21601, -1.15502], [-9.27778, -1.76395, -1.22630], [-4.70795, -5.53350, -9.59549], [-4.76789, -4.79487, -8.36782], [-5.30986, -5.58891, -7.30323], [-4.66663, -5.20748, -5.93928], [-4.57085, -3.80471, -5.71303], [-5.83189, -3.24087, -5.56982], [-5.73125, -2.11302, -4.49497], [-5.84859, -2.63201, -3.14983], [-6.12467, -1.68051, -2.14912], [-3.78935, -6.11938, -9.56377], [-4.62817, -4.80419, -10.40162], [-5.57681, -6.15763, -9.80438], [-5.27921, -6.66711, -7.46026], [-6.35123, -5.29532, -7.43529], [-3.61344, -5.48383, -5.98942], [-5.21785, -5.68541, -5.12944], [-6.66593, -3.90582, -5.34549], [-6.03084, -2.76955, -6.53231], [-6.57599, -1.43222, -4.59999], [-4.82745, -1.50840, -4.57021], [-7.03326, -1.08010, -2.19472], [-5.29214, -0.98549, -2.03992], [-6.30343, -2.27902, -1.25585], [-13.17155, 2.81524, -10.86417], [-12.97038, 2.68908, -9.45222], [-11.61290, 2.25066, -9.15636], [-11.57413, 2.09034, -7.66548], [-12.46465, 1.13420, -7.11245], [-12.23053, 0.89590, -5.74047], [-13.03848, -0.33677, -5.27349], [-14.47611, -0.33619, -5.24154], [-15.11753, 0.51971, -4.28319], [-12.59391, 3.63407, -11.29308], [-14.25015, 2.75731, -11.01036], [-12.89387, 1.89060, -11.37015], [-10.76827, 2.85066, -9.49505], [-11.38422, 1.26005, -9.54941], [-11.77173, 3.05253, -7.19299], [-10.54811, 1.81208, -7.42474], [-12.59062, 1.78805, -5.22813], [-11.15655, 0.79295, -5.58533], [-12.68743, -0.40785, -4.24402], [-12.90524, -1.24562, -5.86029], [-14.60406, 1.47865, -4.21321], [-15.14942, 0.10645, -3.27507], [-16.12733, 0.69174, -4.65572], [-12.20587, -7.26756, -4.39799], [-13.29816, -8.17773, -4.65400], [-14.47197, -7.62471, -5.39528], [-15.56555, -8.70747, -5.59974], [-16.57778, -8.14599, -6.41316], [-17.80737, -8.94382, -6.56652], [-17.56616, -10.42584, -7.22895], [-16.98975, -10.46281, -8.52408], [-17.67701, -9.64508, -9.49665], [-11.23893, -7.71555, -4.16905], [-12.45510, -6.33998, -3.88263], [-11.73192, -6.86120, -5.29150], [-14.12804, -7.29450, -6.37548], [-14.90849, -6.69228, -5.03732], [-15.92546, -8.97721, -4.60687], [-15.18081, -9.65441, -5.97841], [-18.55495, -8.45062, -7.18780], [-18.16122, -9.05860, -5.54196], [-18.52417, -10.94473, -7.19623], [-16.97266, -11.01312, -6.52825], [-17.52781, -8.62702, -9.13693], [-18.76002, -9.74828, -9.42919], [-17.61645, -9.91387, -10.55125], [-8.86932, 0.68514, -4.02420], [-8.91873, 1.69437, -5.06407], [-8.21781, 2.87947, -4.71452], [-7.77262, 3.68799, -5.97664], [-7.02128, 2.93545, -6.92758], [-5.69368, 2.64263, -6.60994], [-4.74822, 3.78825, -6.85891], [-4.55213, 4.19308, -8.18395], [-3.69512, 3.31433, -8.91371], [-7.88250, 0.75487, -3.56657], [-9.05815, -0.27477, -4.50484], [-9.66055, 0.98041, -3.33508], [-7.33180, 2.65517, -4.12057], [-8.95137, 3.41605, -4.11280], [-7.24029, 4.53482, -5.54350], [-8.62146, 4.09230, -6.52811], [-5.40562, 1.84620, -7.29610], [-5.45346, 2.14935, -5.66809], [-3.79380, 3.56718, -6.38109], [-5.12691, 4.68572, -6.36978], [-2.83664, 2.99320, -8.32381], [-3.31965, 3.86155, -9.77839], [-4.22416, 2.39419, -9.16181], [-11.57898, -4.12650, -13.90059], [-11.74894, -4.93278, -12.72040], [-13.00460, -4.96067, -12.10695], [-13.11072, -3.97198, -10.92265], [-12.75106, -2.67822, -11.41758], [-12.83107, -1.56384, -10.49646], [-14.22697, -1.08414, -9.97232], [-14.72164, -1.98464, -8.94020], [-15.96489, -1.61652, -8.30940], [-12.14650, -3.19703, -13.94656], [-11.93749, -4.77946, -14.69634], [-10.51658, -3.92346, -14.03537], [-13.08170, -5.94627, -11.64791], [-13.79118, -4.93634, -12.86113], [-12.26888, -4.21476, -10.27421], [-14.09695, -4.04873, -10.46488], [-12.43845, -0.81380, -11.18304], [-12.04873, -1.62004, -9.73956], [-15.06235, -1.10649, -10.67213], [-14.09870, -0.05232, -9.64520], [-16.73145, -2.01772, -8.97237], [-16.11568, -0.53945, -8.23692], [-16.08263, -1.98475, -7.29026], [-11.79013, -4.73013, 0.50328], [-11.49960, -4.98168, 1.82413], [-12.42302, -4.66019, 2.77978], [-13.56273, -4.23164, 2.54136], [-11.86027, -4.83708, 3.98572], [-12.42744, -4.33440, 5.21297], [-11.03405, -5.30405, -0.03252], [-11.74616, -3.70268, 0.14201], [-12.74565, -5.10859, 0.14014], [-11.77591, -4.38190, 6.08553], [-13.31353, -4.91531, 5.46887], [-12.68064, -3.28837, 5.04033], [-9.45102, -0.99446, -12.26753], [-9.13334, -1.47652, -10.99176], [-8.88360, -0.65191, -10.01388], [-8.97875, 0.52179, -10.13031], [-8.39160, -1.33877, -8.96418], [-8.23731, -0.63615, -7.70190], [-9.74084, -1.78092, -12.96436], [-8.57575, -0.44736, -12.61777], [-10.26856, -0.27783, -12.18889], [-9.28706, -0.62490, -7.40864], [-7.88919, 0.37218, -7.92592], [-7.48675, -1.25497, -7.21016], [-12.88524, 0.20698, -1.09569], [-12.19042, -0.02178, 0.06838], [-10.91085, 0.33611, 0.24822], [-10.11511, 0.71348, -0.62309], [-10.55506, 0.13698, 1.50491], [-9.33955, 0.71425, 2.03822], [-13.13463, 1.26803, -1.08697], [-13.87509, -0.24820, -1.06276], [-12.29370, -0.08955, -1.96187], [-9.17809, 1.73224, 1.68363], [-8.45338, 0.18148, 1.69331], [-9.29558, 0.69416, 3.12714], [-6.03764, -6.49998, -1.84780], [-7.10092, -6.58180, -2.81266], [-7.26381, -7.64936, -3.52924], [-6.83496, -8.80525, -3.28039], [-8.05679, -7.39163, -4.62371], [-8.56572, -8.46468, -5.45955], [-6.11519, -5.50831, -1.40207], [-5.06676, -6.61105, -2.33066], [-6.13306, -7.27279, -1.08506], [-7.66482, -8.90342, -5.88848], [-9.20379, -8.12654, -6.27604], [-9.02479, -9.27242, -4.88954], [-9.96652, -13.04270, -8.25890], [-9.17361, -12.01956, -8.91787], [-9.21350, -10.74503, -8.51910], [-9.93123, -10.27566, -7.69708], [-8.34658, -10.05001, -9.27995], [-8.34090, -8.63981, -9.17837], [-11.00819, -12.73329, -8.34424], [-9.72357, -13.15955, -7.20278], [-9.82496, -13.99774, -8.76484], [-8.54746, -8.31133, -8.15978], [-9.20385, -8.26728, -9.73033], [-7.38331, -8.18892, -9.43882], [-14.60386, -3.64893, -5.27976], [-14.14757, -3.48167, -3.86745], [-13.82466, -3.28060, -2.78157], [-14.71150, -4.70217, -5.53899], [-13.85861, -3.21890, -5.94891], [-15.61263, -3.23687, -5.30631]]}

=====

# 3
{"formula": "C22H21N3O5", "method": "ωB97M-V/def2-TZVPD", "charge": 0, "max_force_ev_per_a": 15.85, "energy_ev": -37844.667, "homo_energy_ev": -7.955, "gap_ev": 7.789, "lumo_ev": -0.2, "relative_energy_kcal_mol": 489.4, "symbols": ["C", "C", "C", "C", "C", "C", "C", "N", "C", "O", "C", "C", "C", "C", "O", "H", "H", "H", "H", "H", "C", "O", "N", "C", "H", "C", "N", "C", "O", "C", "C", "C", "C", "O", "H", "H", "H", "C", "H", "C", "H", "H", "H", "H", "H", "H", "H", "H", "H", "H", "H"], "positions_angstrom": [[-2.36671, 1.79898, -4.00400], [-1.21879, 1.31644, -3.19496], [-0.71458, 0.02050, -3.56169], [0.29196, -0.61677, -2.64883], [0.95079, 0.14072, -1.43284], [0.36193, 1.26874, -1.23059], [-0.75777, 1.79038, -1.94071], [-0.94102, 3.18113, -1.80024], [-0.84510, 3.82445, -0.61881], [-0.40624, 3.49758, 0.41424], [-1.57312, 5.05015, -0.83319], [-1.54648, 6.04314, 0.25607], [-2.34099, 7.31599, -0.09308], [-2.74986, 6.79573, -1.62182], [-2.11581, 5.62873, -1.76453], [-3.36589, 7.21359, -2.26940], [-2.75907, 8.19671, 0.34648], [-1.34906, 6.03012, 1.34974], [-1.57169, 3.69100, -2.64751], [0.76640, 1.80001, -0.57795], [2.04805, -0.60599, -0.78075], [2.85328, -1.21404, -1.39441], [1.74901, -0.65861, 0.43334], [0.38299, -0.45483, 1.17966], [-0.04460, -0.64245, 0.42685], [0.46599, -1.00799, 2.49732], [0.94096, -2.36126, 2.56675], [0.16044, -3.46916, 2.45998], [-1.14071, -3.36551, 2.99302], [0.53075, -4.81957, 2.53213], [-0.09482, -5.98741, 2.46731], [0.85675, -7.04826, 2.50874], [1.95402, -6.51311, 2.30877], [1.92609, -5.15695, 2.50955], [2.94264, -6.97585, 2.33305], [0.46576, -8.14632, 2.27057], [-1.06335, -5.92767, 2.67136], [2.07478, -2.64132, 1.86364], [2.99592, -2.94279, 2.64551], [2.76606, -1.37099, 1.28421], [3.50573, -1.29224, 0.78239], [2.87468, -0.73890, 2.15817], [2.33677, -3.35652, 1.14470], [1.03730, -0.56535, 3.45252], [-0.44960, -1.23791, 2.87981], [0.35961, 0.90747, 1.40990], [0.55986, -1.58389, -2.81453], [-1.23354, -0.49948, -4.15718], [-1.81276, 2.69199, -4.60250], [-3.12414, 1.91096, -3.38059], [-2.57281, 1.08664, -4.77567]]}